a.
Here is a 2-piece molecular cluster, C3H5NO overall from the Open Molecules 2025 dataset. Energies are from the ωB97M-V functional and the def2-TZVPD basis.

```
10
Properties=species:S:1:pos:R:3
C 1.30 -0.30 0.95
N 0.62 0.41 0.17
O 1.33 0.87 -0.98
H 2.37 -0.43 0.65
H 0.85 -0.62 1.88
H 0.69 1.15 -1.72
C -2.20 -0.59 0.35
C -2.12 0.52 -0.11
H -2.38 -1.61 0.38
H -2.19 1.61 -0.28
```

Computed properties:
- Highest occupied orbital energy: -9.477 eV
- Molar mass: 71.08 g mol⁻¹
- HOMO-LUMO gap: 0.384 Ha
- Structure (SMILES): C=NO.C#C

---

b.
Here is the molecule C3H5NO from the Open Molecules 2025 dataset. Energies are from the ωB97M-V functional and the def2-TZVPD basis.

```
10
Properties=species:S:1:pos:R:3
O -1.33 -0.82 2.00
C -1.33 -0.40 0.87
N -0.19 -0.15 0.14
C 0.29 0.28 -1.11
C 1.13 0.15 0.18
H -2.29 -0.24 0.27
H 0.33 -0.41 -1.89
H 0.09 1.28 -1.36
H 1.51 0.98 0.65
H 1.80 -0.67 0.25
```

Computed properties:
- Highest occupied orbital energy: -9.656 eV
- Molar mass: 71.08 g mol⁻¹
- HOMO-LUMO gap: 0.389 Ha
- Structure (SMILES): O=CN1CC1

---

Quick look at relative energies in hartree: a 0.1151; b 0.0000.

---

a.
Here is a 2-piece molecular cluster, C3H5NO overall from the Open Molecules 2025 dataset. Energies are from the ωB97M-V functional and the def2-TZVPD basis.

```
10
Properties=species:S:1:pos:R:3
C -0.48 0.50 1.65
C -1.42 0.44 0.73
O -2.32 0.35 -0.02
H 0.53 0.77 1.39
H -0.80 0.36 2.67
C 0.97 -0.84 -1.13
N 0.45 0.31 -1.11
H 1.60 -1.23 -1.95
H 0.80 -1.48 -0.26
H 0.67 0.83 -1.96
```

Computed properties:
- Highest occupied orbital energy: -8.802 eV
- Molar mass: 71.08 g mol⁻¹
- HOMO-LUMO gap: 0.360 Ha
- Structure (SMILES): C=C=O.C=N

---

b.
Here is a 2-piece molecular cluster, C3H5NO overall from the Open Molecules 2025 dataset. Energies are from the ωB97M-V functional and the def2-TZVPD basis.

```
10
Properties=species:S:1:pos:R:3
C -1.43 -0.03 -0.55
C 2.29 0.31 0.10
C -0.51 0.22 0.36
N -0.20 1.58 0.48
O -1.02 2.51 0.29
H -1.49 -0.99 -0.91
H -1.85 0.88 -1.01
H 1.90 1.29 0.28
H 1.70 -0.36 -0.52
H 0.17 -0.42 0.95
```

Computed properties:
- Highest occupied orbital energy (spin up / spin down): -9.128 / -9.008 eV
- Molar mass: 71.08 g mol⁻¹
- HOMO-LUMO gap (spin up / spin down): 0.294 / 0.292 Ha

---

c.
Here is a 2-piece molecular cluster, C3H5NO overall from the Open Molecules 2025 dataset. Energies are from the ωB97M-V functional and the def2-TZVPD basis.

```
10
Properties=species:S:1:pos:R:3
C -1.56 -0.55 -1.27
C -1.68 0.13 -0.15
N -0.27 -0.26 -0.65
H -1.82 -0.98 -2.20
H -2.19 0.96 0.24
H 0.25 0.54 -1.03
C 1.84 0.04 1.29
O 0.96 -0.03 2.11
H 2.00 0.88 0.64
H 2.46 -0.74 1.02
```

Computed properties:
- Highest occupied orbital energy: -8.242 eV
- Molar mass: 71.08 g mol⁻¹
- HOMO-LUMO gap: 0.342 Ha
- Structure (SMILES): C1=CN1.C=O

---

d.
Here is the molecule C3H5NO from the Open Molecules 2025 dataset. Energies are from the ωB97M-V functional and the def2-TZVPD basis.

```
10
Properties=species:S:1:pos:R:3
C -0.87 -0.81 -0.15
C 0.11 0.23 0.43
O -0.42 1.51 0.52
C 1.67 0.17 -0.28
N 2.65 0.08 -0.86
H -1.64 -0.72 0.60
H -1.18 -0.40 -1.09
H -0.55 -1.90 -0.27
H 0.39 -0.11 1.36
H -0.17 1.96 -0.27
```

Computed properties:
- Highest occupied orbital energy: -11.577 eV
- Molar mass: 71.08 g mol⁻¹
- HOMO-LUMO gap: 0.450 Ha
- Structure (SMILES): C[C@H](O)C#N

---

Quick look at relative energies in hartree: a 0.0128; b 0.2693; c 0.1377; d 0.0000.

---

a.
Here is a 2-piece molecular cluster, C3H5NO overall from the Open Molecules 2025 dataset. Energies are from the ωB97M-V functional and the def2-TZVPD basis.

```
10
Properties=species:S:1:pos:R:3
C -1.60 -0.52 0.46
C -0.79 0.50 0.54
C 1.56 -0.07 -0.41
N 2.44 0.80 0.26
O 2.14 -0.72 0.56
H -2.65 -0.35 0.33
H -1.19 -1.52 0.32
H -0.77 1.49 0.69
H 1.30 -0.46 -1.38
H 3.42 0.65 -0.05
```

Computed properties:
- Highest occupied orbital energy (spin up / spin down): -8.193 / -7.778 eV
- Molar mass: 71.08 g mol⁻¹
- HOMO-LUMO gap (spin up / spin down): 0.330 / 0.313 Ha

---

b.
Here is C3H5NO as an isolated structure from the Open Molecules 2025 dataset. Energies are from the ωB97M-V functional and the def2-TZVPD basis.

```
10
Properties=species:S:1:pos:R:3
C 0.39 -0.91 0.39
C -0.81 -0.33 -0.23
C 0.00 0.94 -0.54
H -1.30 -1.17 -0.99
H -1.49 -0.46 0.74
H -0.56 1.92 -0.40
H 0.28 1.02 -1.46
H 1.80 0.58 1.09
N 0.95 0.28 0.31
O 0.76 -1.88 1.08
```

Computed properties:
- Highest occupied orbital energy: -9.555 eV
- Molar mass: 71.08 g mol⁻¹
- HOMO-LUMO gap: 0.382 Ha

---

Quick look at relative energies in hartree: a 0.1877; b 0.0000.

---

a.
Here is the molecule C6H10O from the Open Molecules 2025 dataset. Energies are from the ωB97M-V functional and the def2-TZVPD basis.

```
17
Properties=species:S:1:pos:R:3
C -2.26 0.01 -0.01
C -1.19 -0.40 0.69
C -0.20 -1.40 0.15
C 1.27 -1.06 -0.05
C 1.83 0.13 -0.25
C 1.16 1.48 -0.26
O -0.14 1.53 0.27
H -3.01 0.65 0.45
H -2.44 -0.36 -1.01
H -1.03 -0.09 1.72
H -0.58 -1.76 -0.81
H -0.25 -2.25 0.84
H 1.91 -1.94 -0.10
H 2.91 0.16 -0.43
H 1.76 2.16 0.37
H 1.19 1.88 -1.27
H -0.91 1.25 -0.30
```

Computed properties:
- Highest occupied orbital energy: -8.956 eV
- Molar mass: 98.14 g mol⁻¹
- HOMO-LUMO gap: 0.367 Ha
- Structure (SMILES): C=CC/C=C\CO

---

b.
Here is a 2-piece molecular cluster, C6H10O overall from the Open Molecules 2025 dataset. Energies are from the ωB97M-V functional and the def2-TZVPD basis.

```
17
Properties=species:S:1:pos:R:3
C 1.47 -0.59 -0.33
C 0.68 0.43 0.47
C 0.09 1.66 -0.28
C -1.31 1.28 0.21
O -1.94 0.36 -0.72
C -1.52 -0.76 -0.11
C -0.76 0.05 0.95
H 1.70 -1.48 0.27
H 2.42 -0.16 -0.67
H 0.92 -0.92 -1.22
H 1.27 0.76 1.33
H 0.45 2.62 0.09
H 0.18 1.64 -1.37
H -2.01 2.03 0.59
H -0.16 -3.66 -0.63
H -0.60 -3.07 -0.56
H -0.91 -0.21 2.00
```

Computed properties:
- Highest occupied orbital energy: -8.492 eV
- Molar mass: 98.14 g mol⁻¹
- HOMO-LUMO gap: 0.344 Ha

---

Quick look at relative energies in hartree: a 0.0000; b 0.0946.

---

a.
Here is a 2-piece molecular cluster, C6H10O overall from the Open Molecules 2025 dataset. Energies are from the ωB97M-V functional and the def2-TZVPD basis.

```
17
Properties=species:S:1:pos:R:3
C 0.02 -0.54 -1.27
C -0.21 -1.42 -0.02
C 0.85 -2.44 0.43
C -1.34 -1.31 0.54
O -2.43 -1.25 0.88
H -0.88 -0.04 -1.66
H 0.56 -1.20 -2.05
H 0.72 0.32 -1.04
H 0.46 -2.94 1.42
H 1.84 -2.10 0.52
H 0.99 -3.07 -0.50
C -0.42 2.19 0.75
C -1.57 2.38 0.18
H -0.26 1.09 1.00
H 0.24 2.91 1.21
H -2.15 1.49 -0.10
H -1.90 3.36 -0.04
```

Computed properties:
- Highest occupied orbital energy: -8.514 eV
- Molar mass: 98.14 g mol⁻¹
- HOMO-LUMO gap: 0.344 Ha
- Structure (SMILES): CC(C)=C=O.C=C

---

b.
Here is the molecule C6H10O from the Open Molecules 2025 dataset. Energies are from the ωB97M-V functional and the def2-TZVPD basis.

```
17
Properties=species:S:1:pos:R:3
C -1.13 -1.32 -0.82
C -0.25 -0.67 0.25
C 1.27 -0.73 -0.04
C 1.98 0.52 0.44
C 0.88 1.43 0.80
C -0.52 0.85 0.49
O -1.13 1.52 -0.60
H -1.02 -0.84 -1.80
H -0.87 -2.38 -0.94
H -2.20 -1.28 -0.55
H -0.43 -1.19 1.20
H 1.48 -0.83 -1.13
H 1.74 -1.64 0.38
H 1.03 2.51 0.49
H 1.03 2.03 1.74
H -1.22 0.99 1.32
H -0.52 1.47 -1.35
```

Computed properties:
- Highest occupied orbital energy: -8.344 eV
- Molar mass: 98.14 g mol⁻¹
- HOMO-LUMO gap: 0.313 Ha

---

Quick look at relative energies in hartree: a 0.0000; b 0.0472.